[1]
{
  "formula": "C41H31Br4F3GeN3O2SbSeZn",
  "method": "wB97M-V/def2-TZVPD",
  "symbols": ["Sb", "Br", "Br", "Br", "Br", "Se", "Ge", "Zn", "F", "F", "F", "O", "O", "N", "N", "N", "C", "C", "C", "C", "C", "C", "C", "C", "C", "C", "C", "C", "C", "C", "C", "C", "C", "C", "C", "C", "C", "C", "C", "C", "C", "C", "C", "C", "C", "C", "C", "C", "C", "C", "C", "C", "C", "C", "C", "C", "C", "H", "H", "H", "H", "H", "H", "H", "H", "H", "H", "H", "H", "H", "H", "H", "H", "H", "H", "H", "H", "H", "H", "H", "H", "H", "H", "H", "H", "H", "H", "H"],
  "xyz": [[0.096, -0.054, -2.926], [5.498, -0.534, 0.881], [4.113, 1.085, 6.196], [0.899, 0.668, 5.377], [6.437, 0.469, 3.923], [-0.725, 2.175, 1.315], [-1.771, -3.186, 1.060], [0.540, -0.643, 0.583], [1.655, 0.709, -8.990], [-1.150, -6.142, -3.888], [-4.475, 4.081, -4.140], [0.591, -0.170, 2.532], [2.528, -0.720, 0.656], [-7.465, -0.603, 0.074], [0.311, 1.392, 0.080], [-0.580, 3.788, 0.638], [2.218, 0.934, -6.713], [-2.918, 0.864, -3.599], [4.208, -0.139, 2.218], [-6.434, -0.124, 0.257], [0.112, -0.047, -7.377], [-4.523, 1.166, -0.553], [0.246, 3.697, -0.457], [-1.932, -2.634, 2.951], [0.530, -2.971, -3.486], [-3.461, -2.758, 0.108], [0.835, 2.411, -0.686], [1.856, -0.024, 2.835], [2.242, 3.387, -2.389], [-0.950, -4.809, -3.736], [-1.610, 1.236, -3.314], [0.610, 4.769, -1.265], [-3.237, 1.647, -0.376], [2.277, 0.372, 4.103], [-1.293, 2.595, -3.279], [-5.146, 0.453, 0.476], [0.647, 0.184, -5.029], [-0.548, -2.089, -3.423], [-1.832, -2.610, -3.515], [3.626, 0.532, 4.449], [-3.891, 1.817, -3.875], [1.856, 2.282, -1.622], [-2.563, 1.397, 0.810], [1.327, 0.533, -7.684], [-0.219, -0.218, -6.041], [1.607, 4.607, -2.230], [1.865, 0.755, -5.379], [0.343, -4.334, -3.645], [-3.206, 0.747, 1.856], [-3.535, 3.150, -3.849], [-1.595, -5.172, 1.030], [-4.490, 0.260, 1.695], [2.872, -0.305, 1.839], [-0.256, -2.424, 0.115], [-2.252, 3.560, -3.547], [4.598, 0.275, 3.499], [-2.045, -3.975, -3.677], [-1.366, -3.302, 3.603], [-2.009, 4.614, -3.523], [2.405, 1.352, -1.694], [0.143, 5.734, -1.113], [3.164, 1.373, -7.000], [-3.496, -3.291, -0.844], [-5.050, 1.324, -1.485], [1.177, -5.023, -3.672], [-3.211, -0.177, -3.607], [-1.502, -5.520, -0.001], [1.907, 5.457, -2.833], [-3.516, -1.687, -0.098], [-4.911, 1.537, -4.104], [2.553, 1.071, -4.603], [-0.285, 2.915, -3.027], [-2.749, 2.214, -1.163], [-2.697, -1.969, -3.424], [-3.043, -4.389, -3.733], [0.566, -3.142, 0.222], [-4.339, -3.035, 0.695], [1.541, -2.591, -3.371], [-0.545, -2.460, -0.934], [-1.168, -0.676, -5.784], [-2.457, -5.669, 1.483], [-0.696, -5.473, 1.572], [-1.508, -1.634, 3.052], [-0.553, -0.357, -8.174], [3.050, 3.284, -3.104], [-2.969, -2.623, 3.293], [-4.988, -0.283, 2.489], [-2.678, 0.605, 2.794]],
  "forces_ev_per_angstrom": [[-0.294, -0.377, -0.676], [-0.035, 0.001, -0.017], [-0.037, 0.013, 0.035], [-0.032, 0.015, -0.028], [-0.001, 0.002, -0.023], [-0.413, 0.087, -0.096], [0.081, -0.086, -0.103], [0.046, -0.171, -0.210], [0.010, -0.006, -0.031], [0.001, -0.048, 0.003], [-0.036, 0.032, 0.030], [0.354, -0.107, 0.022], [0.050, 0.190, 0.364], [0.047, 0.061, 0.020], [0.069, -0.349, 0.265], [-0.367, 0.289, 0.084], [0.058, 0.025, -0.100], [0.011, 0.019, -0.083], [0.027, -0.028, -0.111], [-0.394, -0.123, -0.030], [-0.047, -0.011, -0.062], [-0.124, -0.120, 0.066], [0.143, -0.115, 0.013], [-0.001, 0.065, -0.184], [-0.069, 0.044, 0.009], [0.195, 0.010, 0.134], [-0.105, 0.004, -0.224], [-0.234, 0.051, 0.198], [-0.028, 0.082, -0.111], [0.002, 0.098, -0.040], [0.208, -0.306, 0.161], [-0.012, -0.060, 0.031], [0.245, 0.047, -0.061], [-0.085, 0.039, 0.035], [0.085, -0.047, -0.048], [0.501, 0.173, 0.110], [0.136, 0.041, 0.347], [-0.129, 0.415, 0.192], [0.060, -0.031, 0.042], [0.218, -0.050, -0.082], [-0.050, 0.027, -0.068], [0.181, 0.043, 0.151], [0.104, 0.382, 0.344], [0.010, -0.022, 0.112], [0.061, 0.050, -0.060], [0.049, 0.019, -0.116], [-0.040, -0.018, 0.027], [0.028, -0.061, -0.019], [0.212, -0.076, -0.026], [0.104, -0.109, -0.004], [-0.159, 0.168, 0.021], [-0.197, -0.055, -0.131], [0.264, -0.070, -0.132], [-0.441, 0.016, -0.037], [-0.035, 0.106, -0.042], [-0.116, 0.041, 0.155], [-0.059, -0.074, -0.005], [0.043, -0.002, -0.025], [0.008, -0.005, 0.041], [-0.043, -0.018, 0.072], [-0.021, -0.012, 0.067], [-0.011, 0.014, 0.006], [0.021, -0.024, -0.011], [0.023, 0.013, 0.044], [-0.012, -0.012, -0.011], [-0.014, 0.038, -0.008], [0.006, 0.029, -0.012], [-0.002, -0.016, -0.005], [0.039, -0.004, -0.024], [0.000, 0.007, -0.007], [0.006, 0.029, -0.029], [-0.078, 0.048, -0.098], [-0.059, -0.030, 0.067], [-0.008, -0.062, 0.011], [0.009, -0.012, 0.002], [0.114, 0.127, 0.025], [-0.002, -0.012, 0.000], [0.019, -0.048, -0.012], [-0.057, -0.134, -0.149], [-0.014, -0.001, -0.038], [0.009, -0.002, 0.023], [0.002, 0.022, 0.013], [0.036, 0.003, 0.081], [0.003, 0.013, -0.002], [-0.004, 0.001, 0.005], [-0.027, -0.025, -0.044], [0.030, -0.020, -0.002], [-0.035, -0.038, 0.008]],
  "spin_multiplicity": 1,
  "homo_energy_ev": -1.98,
  "charge": -2
}

=====

[2]
{
  "formula": "C41H31F3N3O",
  "method": "wB97M-V/def2-TZVPD",
  "symbols": ["F", "F", "F", "O", "N", "N", "N", "C", "C", "C", "C", "C", "C", "C", "C", "C", "C", "C", "C", "C", "C", "C", "C", "C", "C", "C", "C", "C", "C", "C", "C", "C", "C", "C", "C", "C", "C", "C", "C", "C", "C", "C", "C", "C", "C", "C", "C", "C", "H", "H", "H", "H", "H", "H", "H", "H", "H", "H", "H", "H", "H", "H", "H", "H", "H", "H", "H", "H", "H", "H", "H", "H", "H", "H", "H", "H", "H", "H", "H"],
  "xyz": [[-5.406, -3.501, 1.039], [-5.021, 0.956, -0.570], [-4.321, -2.145, 6.409], [0.086, -0.765, 0.877], [0.356, 1.460, -1.227], [1.607, 1.157, -3.043], [1.965, 0.250, -2.078], [-0.051, 5.563, -4.624], [-3.116, -1.733, 5.885], [-4.724, -2.307, 0.973], [-2.271, 3.534, 1.274], [4.221, -0.560, -1.499], [-3.089, -1.246, 4.577], [-1.980, -1.833, 6.679], [-0.554, 2.083, -0.352], [0.248, 4.366, -5.294], [0.716, 1.944, -2.495], [0.059, -1.996, 1.637], [-1.845, -0.941, 3.992], [3.630, -3.377, 0.560], [1.628, -2.727, -1.283], [5.405, -1.848, -3.171], [2.373, -3.892, -1.446], [3.158, -0.427, -2.396], [-4.530, -0.093, 0.177], [-3.565, -2.156, 1.734], [-0.105, 5.588, -3.224], [-1.743, 2.586, -0.885], [-1.100, 2.985, 1.807], [-2.603, 3.327, -0.070], [-1.610, -0.786, 2.497], [0.463, 3.198, -4.567], [4.399, -1.580, -4.107], [-0.709, -0.915, 4.821], [0.129, 4.425, -2.490], [5.329, -1.316, -1.878], [1.901, -1.862, -0.209], [2.898, -2.206, 0.732], [3.293, -0.818, -3.731], [1.033, -0.691, -0.020], [-0.227, 2.253, 0.988], [3.372, -4.218, -0.525], [-2.854, -0.945, 1.684], [-0.772, -1.375, 6.137], [1.180, 0.362, -0.955], [-3.358, 0.100, 0.907], [-5.239, -1.289, 0.173], [0.362, 3.201, -3.158], [0.937, -2.055, 2.297], [4.415, -3.625, 1.280], [6.132, -1.500, -1.162], [3.084, -1.531, 1.572], [2.166, -4.543, -2.299], [0.132, -1.394, 6.747], [4.462, -1.953, -5.130], [-3.521, 3.736, -0.494], [0.722, 2.265, -5.067], [0.728, 1.877, 1.361], [6.262, -2.465, -3.451], [-0.059, -2.858, 0.964], [4.144, -0.103, -0.513], [-0.905, -1.841, 2.259], [-2.043, -2.232, 7.689], [0.828, -2.459, -1.979], [2.511, -0.545, -4.440], [-3.240, -2.972, 2.380], [-4.026, -1.169, 4.028], [-2.932, 4.133, 1.905], [-6.146, -1.421, -0.409], [-0.232, 6.477, -5.192], [-0.844, 3.142, 2.857], [-0.324, 6.520, -2.698], [-2.831, 1.055, 0.892], [3.954, -5.133, -0.656], [-1.107, 0.155, 2.309], [0.315, 4.342, -6.383], [-1.980, 2.417, -1.938], [0.239, -0.565, 4.406], [0.137, 4.454, -1.400]],
  "forces_ev_per_angstrom": [[0.842, 1.405, -0.095], [0.630, -1.215, 0.862], [1.318, 0.590, -0.652], [-2.209, -0.918, 3.026], [0.335, 0.483, -0.184], [-0.934, 1.650, 0.999], [0.396, 0.378, -0.763], [0.015, -0.251, 0.119], [-0.802, 0.025, 0.216], [-0.248, -0.731, 0.291], [-0.124, 0.063, 0.043], [-0.324, -0.284, -0.083], [-0.057, -0.667, 0.077], [0.132, 0.219, -0.410], [-0.088, 0.017, -0.184], [-0.032, 0.145, 0.368], [0.945, -1.257, -0.365], [1.500, 1.959, -2.316], [0.627, -0.636, -0.062], [0.040, -0.070, 0.197], [0.303, -0.058, 0.297], [0.026, -0.079, 0.056], [-0.022, 0.049, -0.073], [0.718, 0.211, -0.264], [-0.294, 0.809, -0.298], [-0.292, -0.313, -0.143], [0.089, -0.156, -0.254], [-0.364, 0.176, 0.249], [0.084, -0.187, -0.254], [0.423, -0.131, -0.052], [-4.200, 2.556, 2.844], [-0.274, 0.183, 0.285], [-0.044, 0.334, 0.306], [0.051, -0.194, 0.087], [-0.052, -0.636, -0.240], [-0.092, -0.016, -0.286], [0.022, -1.012, 0.380], [-0.374, -0.064, -0.545], [0.217, -0.688, 0.051], [3.501, 2.038, -4.670], [-0.248, 0.383, 0.399], [0.028, 0.080, -0.005], [-0.006, -0.897, -0.492], [-0.101, 0.129, -0.059], [-1.125, -2.504, 1.735], [0.396, 0.282, -0.180], [0.365, 0.027, 0.232], [0.000, 0.932, -0.629], [-0.806, -0.158, 0.381], [-0.271, 0.007, -0.293], [-0.209, 0.124, -0.258], [0.101, -0.196, -0.279], [0.123, 0.150, 0.316], [-0.269, 0.023, -0.166], [0.099, 0.120, 0.300], [0.265, -0.109, 0.195], [-0.152, 0.298, 0.098], [-0.316, 0.093, -0.080], [-0.284, 0.238, 0.076], [-0.321, 0.054, 0.491], [0.062, -0.206, -0.219], [0.042, -0.925, 0.311], [-0.024, 0.100, -0.232], [0.318, -0.106, 0.151], [0.241, -0.270, 0.209], [-0.076, 0.097, -0.304], [0.261, -0.136, 0.114], [0.239, -0.248, -0.178], [0.168, 0.039, 0.112], [0.055, -0.299, 0.186], [-0.095, 0.014, -0.299], [0.133, -0.284, -0.189], [-0.290, -0.284, -0.182], [-0.177, 0.306, 0.044], [0.688, -0.542, -0.416], [-0.019, 0.049, 0.338], [0.073, 0.050, 0.374], [-0.189, -0.236, 0.149], [-0.064, 0.076, -0.310]],
  "spin_multiplicity": 1,
  "homo_energy_ev": -8.86,
  "charge": 1,
  "e_above_lowest_ev": 0.000
}

=====

[3]
{
  "formula": "C41H32CaN8O3S2",
  "method": "wB97M-V/def2-TZVPD",
  "symbols": ["Ca", "S", "S", "O", "O", "O", "N", "N", "N", "N", "N", "N", "N", "N", "C", "C", "C", "C", "C", "C", "C", "C", "C", "C", "C", "C", "C", "C", "C", "C", "C", "C", "C", "C", "C", "C", "C", "C", "C", "C", "C", "C", "C", "C", "C", "C", "C", "C", "C", "C", "C", "C", "C", "C", "C", "H", "H", "H", "H", "H", "H", "H", "H", "H", "H", "H", "H", "H", "H", "H", "H", "H", "H", "H", "H", "H", "H", "H", "H", "H", "H", "H", "H", "H", "H", "H", "H"],
  "xyz": [[-0.193, -0.173, -0.076], [1.944, 0.783, 1.822], [-1.058, 2.293, 2.218], [-0.615, -1.206, -2.081], [-0.815, -1.138, 1.808], [-0.578, -0.802, -4.793], [0.134, 3.920, 7.975], [0.983, -2.522, 1.389], [-2.514, 0.435, -0.104], [1.398, 3.453, -0.662], [-0.721, 1.864, -1.753], [0.718, -2.261, 0.075], [3.620, 1.778, 7.597], [1.697, 0.401, -1.420], [-0.119, 2.777, 4.697], [2.238, 5.221, 0.703], [0.533, -1.865, 3.641], [-4.342, 1.233, -1.407], [-3.364, 0.128, 0.875], [0.119, -1.057, 5.877], [3.860, -0.314, -2.149], [2.405, 4.071, -0.043], [2.873, 1.874, 6.723], [0.174, 3.913, -0.500], [-5.228, 0.893, -0.397], [-1.895, -1.287, -4.949], [0.192, -1.807, 2.186], [0.141, 2.176, 3.455], [0.221, -1.879, -2.785], [-2.984, 1.000, -1.219], [1.097, -2.481, -5.011], [1.973, -3.571, -3.077], [1.554, 1.093, -2.548], [-0.978, 3.181, -1.153], [-0.095, 5.074, 0.228], [0.417, 3.370, 7.001], [0.300, 1.907, -2.802], [1.572, -2.654, 4.130], [0.749, 2.713, 5.783], [0.264, -1.742, -4.201], [2.533, 1.093, -3.537], [1.880, -2.642, 5.482], [3.695, 0.371, -3.342], [-4.730, 0.344, 0.775], [2.242, 1.411, 4.411], [1.957, 1.997, 5.639], [1.396, 1.494, 3.295], [2.834, -0.268, -1.220], [1.966, -3.417, -4.453], [-1.978, 1.333, -2.289], [1.157, -1.841, 6.360], [-0.192, -1.072, 4.525], [1.151, -2.822, -2.233], [1.269, -3.021, -0.797], [0.954, 5.740, 0.824], [3.083, 5.692, 1.189], [-0.117, 1.536, -3.744], [-1.733, 0.393, -2.788], [4.756, -0.884, -1.943], [2.626, -4.006, -5.079], [0.617, 2.939, -2.972], [2.651, -4.288, -2.622], [2.375, 1.651, -4.454], [-0.431, -0.410, 6.551], [-1.114, 5.419, 0.347], [3.380, 3.610, -0.157], [-1.746, 3.052, -0.387], [-5.384, 0.092, 1.598], [-2.429, 2.028, -3.017], [3.164, 0.854, 4.303], [1.894, -3.850, -0.452], [-1.392, 3.865, -1.920], [1.067, -2.312, -6.083], [-1.051, 3.315, 4.811], [-1.910, -2.220, -5.525], [-2.373, -1.472, -3.981], [-0.983, -0.447, 4.127], [-6.291, 1.067, -0.521], [-2.457, -0.523, -5.491], [4.464, 0.347, -4.105], [1.414, -1.813, 7.413], [-2.910, -0.299, 1.762], [0.777, 6.637, 1.406], [-4.692, 1.675, -2.331], [2.930, -0.772, -0.266], [2.135, -3.253, 3.428], [2.696, -3.249, 5.859]],
  "forces_ev_per_angstrom": [[-0.071, 1.789, 0.503], [0.122, 0.138, -0.252], [-0.114, -0.071, -0.277], [0.038, -0.092, -0.430], [-0.130, -0.500, 0.818], [0.080, -0.056, -0.126], [-0.004, -0.024, -0.011], [0.179, -0.203, 0.426], [-0.725, 0.182, -0.321], [0.184, -0.215, -0.052], [0.015, 0.363, 0.153], [0.373, -0.998, -0.161], [-0.020, -0.009, -0.032], [0.534, 0.327, -0.582], [0.065, -0.027, 0.110], [0.049, -0.030, 0.001], [-0.118, 0.047, 0.122], [-0.014, 0.023, 0.007], [0.065, -0.004, 0.117], [0.017, -0.015, 0.038], [-0.009, 0.006, -0.005], [-0.046, 0.036, -0.018], [0.173, -0.023, 0.190], [-0.043, -0.125, -0.057], [0.102, -0.028, 0.036], [-0.199, 0.021, 0.073], [0.003, -0.627, -0.313], [0.081, 0.052, 0.116], [-0.028, -0.317, 0.065], [-0.097, 0.040, 0.122], [0.058, 0.001, 0.037], [0.045, 0.005, 0.014], [0.091, -0.008, 0.034], [-0.108, 0.056, -0.135], [-0.017, 0.026, 0.058], [-0.082, 0.125, 0.185], [0.043, -0.219, -0.081], [-0.005, 0.031, -0.042], [0.177, -0.227, -0.278], [-0.076, 0.048, -0.051], [0.071, 0.017, -0.041], [-0.013, 0.008, 0.050], [-0.057, 0.027, 0.048], [-0.099, 0.035, -0.111], [0.001, 0.053, 0.099], [-0.291, 0.089, -0.197], [0.008, 0.086, 0.144], [0.165, 0.113, -0.007], [0.025, -0.037, 0.045], [0.021, -0.019, -0.034], [-0.027, 0.003, -0.019], [-0.093, 0.017, -0.036], [-0.149, 0.141, -0.133], [-0.095, -0.070, 0.241], [-0.054, -0.019, -0.016], [-0.003, -0.032, 0.006], [-0.068, -0.008, 0.033], [0.041, 0.078, -0.075], [-0.024, 0.003, 0.024], [-0.007, 0.015, -0.007], [0.008, -0.012, -0.019], [-0.004, 0.021, 0.010], [-0.035, -0.012, 0.022], [0.003, 0.008, -0.016], [-0.011, -0.046, 0.018], [-0.002, 0.011, 0.019], [0.027, 0.027, 0.044], [0.033, -0.022, 0.016], [-0.020, 0.009, 0.036], [0.005, 0.006, -0.018], [0.010, -0.013, 0.027], [-0.076, -0.068, -0.051], [-0.021, 0.027, 0.008], [-0.015, 0.002, -0.026], [0.052, 0.024, -0.032], [0.063, 0.007, 0.005], [0.053, 0.009, -0.024], [-0.002, 0.006, 0.015], [-0.010, -0.011, 0.023], [-0.009, 0.000, -0.011], [0.016, 0.002, -0.008], [0.035, 0.017, -0.032], [-0.024, -0.020, 0.014], [0.022, 0.042, 0.003], [-0.055, -0.016, -0.009], [0.013, 0.007, 0.005], [0.008, 0.003, -0.032]],
  "spin_multiplicity": 1,
  "homo_energy_ev": -0.92,
  "charge": -2,
  "e_above_lowest_ev": 0.737
}

=====

Number 1: lowest unoccupied orbital energy 3.851 eV. Number 2: lowest unoccupied orbital energy -5.371 eV. Number 3: lowest unoccupied orbital energy 3.998 eV.